1.
77
Properties=species:S:1:pos:R:3:forces:R:3:lowdin_charge:R:1 method="wB97M-V/def2-TZVPD" fmax_ev_per_a=1.68 lumo_ev=1.71 e_homo_ev=-3.6 spin_multiplicity=1 charge=-1 e_tot_ha=-4581.6650 e_above_lowest_kj_mol=28.4
La -0.511 -0.024 -0.372 1.3935 0.1021 -0.5481 1.631
O 0.049 -0.024 2.233 0.3596 0.4190 -0.0354 -0.443
P 1.229 0.666 2.865 -0.1247 -0.1101 0.1542 0.727
C 2.749 -0.316 2.712 -0.1031 0.0767 -0.0986 -0.289
P 2.819 -1.072 1.053 -0.0395 0.0094 -0.0571 0.729
O 2.137 -0.216 0.029 0.1307 -0.3962 0.4456 -0.454
C 2.204 -2.743 1.245 0.0709 -0.1427 -0.1089 -0.290
C 2.396 -3.594 0.152 -0.0905 -0.0147 0.1247 -0.075
C 1.944 -4.900 0.206 -0.0146 0.0559 0.0167 -0.064
C 1.306 -5.364 1.351 0.0006 -0.0125 -0.0509 -0.069
C 1.114 -4.524 2.436 -0.0362 0.0136 0.0283 -0.072
C 1.559 -3.212 2.384 -0.0879 0.0791 -0.0318 -0.080
C 4.572 -1.295 0.706 0.0772 0.1429 -0.0846 -0.284
C 5.388 -2.022 1.575 0.0241 -0.0103 -0.0858 -0.079
C 6.732 -2.186 1.279 -0.0276 0.0178 -0.0182 -0.083
C 7.260 -1.630 0.116 -0.0246 -0.0092 0.0407 -0.085
C 6.449 -0.911 -0.749 -0.0154 0.0006 0.0033 -0.071
C 5.100 -0.738 -0.455 -0.0421 0.0732 -0.0081 -0.052
C 1.576 2.330 2.320 -0.1190 0.0880 -0.0737 -0.320
C 0.487 3.206 2.335 0.1027 0.0310 -0.0215 -0.110
C 0.681 4.550 2.066 -0.0093 -0.0196 -0.0038 -0.083
C 1.956 5.022 1.788 0.0213 0.0164 -0.0128 -0.075
C 3.036 4.151 1.755 -0.0049 0.0246 -0.0382 -0.075
C 2.849 2.803 2.018 -0.0178 0.0030 -0.0793 -0.084
C 0.974 0.893 4.639 -0.1811 -0.2593 0.0903 -0.271
C 2.008 1.297 5.483 -0.0367 0.0730 0.0129 -0.077
C 1.760 1.500 6.832 0.0132 -0.0173 -0.0424 -0.083
C 0.481 1.302 7.341 0.0044 0.0010 -0.0024 -0.086
C -0.550 0.900 6.505 0.0114 -0.0048 -0.0420 -0.074
C -0.306 0.690 5.152 0.0286 -0.0531 -0.0124 -0.059
H 2.741 -1.082 3.485 0.0778 0.0203 0.0652 0.068
H 3.627 0.312 2.851 0.0462 -0.0207 0.0505 0.062
H 2.864 -3.219 -0.752 0.0019 -0.0152 0.0236 0.123
H 2.062 -5.546 -0.653 -0.0054 0.0043 0.0219 0.110
H 0.932 -6.379 1.386 0.0181 0.0154 -0.0078 0.105
H 0.588 -4.880 3.313 0.0217 0.0102 -0.0234 0.106
H 1.352 -2.546 3.215 -0.0163 -0.1033 -0.0365 0.096
H 4.965 -2.479 2.466 0.0399 0.0305 -0.0585 0.111
H 7.369 -2.754 1.947 -0.0359 0.0313 -0.0308 0.102
H 8.310 -1.764 -0.115 -0.0486 0.0025 0.0130 0.102
H 6.864 -0.484 -1.655 -0.0501 -0.0268 0.0644 0.107
H 4.445 -0.175 -1.116 0.0558 -0.0580 0.0553 0.119
H -0.511 2.828 2.528 0.0070 0.0125 0.0161 0.119
H -0.168 5.221 2.045 0.0373 -0.0269 -0.0049 0.112
H 2.105 6.071 1.562 -0.0109 -0.0524 0.0108 0.107
H 4.021 4.516 1.493 -0.0291 -0.0124 0.0148 0.106
H 3.690 2.125 1.942 -0.0038 0.0691 0.0144 0.097
H 3.002 1.476 5.084 -0.0487 -0.0117 0.0267 0.108
H 2.562 1.818 7.487 -0.0252 -0.0152 -0.0298 0.102
H 0.290 1.463 8.396 0.0108 -0.0034 -0.0548 0.102
H -1.546 0.747 6.904 0.0520 0.0041 -0.0362 0.106
H -1.096 0.363 4.484 0.0521 0.0329 0.0512 0.113
S 0.094 5.116 -6.219 -0.0866 0.0245 0.0019 0.409
C 0.118 4.012 -4.977 0.2372 -0.1072 0.0824 -1.555
S 0.353 4.417 -3.327 -0.0449 0.1175 0.1179 0.860
C 0.342 2.806 -2.635 0.0584 0.2412 0.1732 -1.186
C 0.166 1.807 -3.516 -0.0009 -0.2042 -0.1921 -1.192
S 0.154 0.099 -3.163 -0.1304 -0.0443 -0.2953 0.373
S -0.015 2.316 -5.187 -0.0835 -0.1496 -0.0383 0.868
S 0.614 2.658 -0.918 -0.1725 0.1321 0.1372 0.418
C -2.831 0.494 0.097 -1.5895 0.4187 0.3272 -0.236
C -4.053 0.412 0.087 0.0806 0.0287 0.0571 -0.181
C -5.487 0.301 0.067 0.1012 0.0332 -0.0146 -0.266
C -6.190 -0.142 1.193 -0.0401 0.0016 -0.0228 -0.050
C -7.573 -0.250 1.168 0.0185 0.0310 -0.0564 -0.105
C -8.283 0.083 0.020 0.0853 -0.0128 -0.0034 -0.116
C -7.595 0.524 -1.105 0.0149 -0.0084 0.0622 -0.099
C -6.212 0.634 -1.084 -0.0300 -0.0108 0.0176 -0.041
H -5.632 -0.403 2.083 -0.0155 0.0004 -0.0183 0.108
H -8.102 -0.597 2.049 0.0344 0.0085 -0.0267 0.093
H -9.363 -0.006 0.000 0.0202 0.0107 0.0027 0.090
H -8.141 0.785 -2.005 0.0393 -0.0104 0.0296 0.096
H -5.671 0.977 -1.956 -0.0190 -0.0125 0.0194 0.115
F 0.125 -2.344 -1.236 0.0568 -0.2240 0.0724 -0.275
C -1.059 -3.022 -0.660 -0.1082 0.0145 -0.0209 -0.227
F -0.970 -2.380 0.669 0.0766 -0.1420 -0.0597 -0.231
F -2.025 -2.161 -1.213 0.0876 -0.2006 0.0414 -0.149

***

2.
9
Properties=species:S:1:pos:R:3:forces:R:3:lowdin_charge:R:1 method="wB97M-V/def2-TZVPD" fmax_ev_per_a=5.52 lumo_ev=-1.09 e_homo_ev=-9.7 smiles="CC(F)(F)P=O" spin_multiplicity=1 e_tot_ha=-694.3010 e_above_lowest_kj_mol=291.2
C 1.138 0.188 -0.093 -0.1371 -1.7690 1.2309 -0.058
C -0.312 -0.404 -0.072 1.1268 0.4496 1.1977 -0.761
F -0.359 -1.508 -0.839 -0.1637 -0.2001 -1.1771 0.034
F -0.661 -0.871 1.165 0.3791 0.2331 0.5341 -0.001
P -1.595 0.994 -0.430 3.9870 0.9011 -3.7102 0.938
O -2.699 0.796 0.415 -3.9697 -0.8667 3.1732 -0.420
H 1.272 0.920 0.730 -0.3469 0.2431 -0.9767 0.082
H 1.336 0.502 -1.129 0.2375 0.2705 0.6412 0.077
H 1.879 -0.616 0.251 -1.1131 0.7384 -0.9132 0.107

***

3.
9
Properties=species:S:1:pos:R:3:forces:R:3:lowdin_charge:R:1 method="wB97M-V/def2-TZVPD" fmax_ev_per_a=3.60 lumo_ev="2.77 / 2.82" e_homo_ev="-1.5 / -1.5" spin_multiplicity=1 charge=-2 e_tot_ha=-1132.6267 e_above_lowest_kj_mol=84.7
N -8.121 -0.678 -0.611 2.4932 1.6013 1.5997 0.047
N -10.193 -1.874 -1.398 -0.3709 -3.3344 -0.0723 -0.126
O -7.886 0.439 -0.322 -1.1482 -2.8634 -1.8550 -0.023
O -9.710 -2.971 -1.140 -0.2007 2.7013 -0.1857 -0.040
O -9.521 -0.779 -1.243 -0.4469 1.8610 -0.1652 -0.114
S -9.062 1.377 2.276 0.1246 -0.3949 -0.4028 -0.242
S 11.139 -1.421 0.835 0.2213 -0.2536 -0.3237 -0.459
H -8.818 0.468 1.301 -0.4843 0.4326 1.0831 -0.504
H 10.589 -0.680 1.789 -0.1882 0.2501 0.3219 -0.541

***

4.
59
Properties=species:S:1:pos:R:3:forces:R:3:lowdin_charge:R:1 method="wB97M-V/def2-TZVPD" fmax_ev_per_a=5.90 lumo_ev=-0.99 e_homo_ev=-9.3 spin_multiplicity=1 e_tot_ha=-4203.4218 e_above_lowest_kj_mol=160.7
C 1.202 1.251 -0.058 3.0505 1.7751 -1.0573 -0.143
O 0.412 0.603 0.959 -1.7401 0.1807 -1.9464 -0.428
S -1.150 0.158 0.560 -0.4989 -1.4603 -3.3670 0.967
O -1.367 -0.122 -0.976 1.5862 1.2242 5.5455 -0.566
O -2.159 1.539 0.881 0.7605 -0.7235 -1.6138 -0.893
Br -3.110 1.959 -0.664 -0.0627 0.6438 0.7581 0.763
H 2.292 0.763 -0.047 -2.5001 0.9359 0.1665 0.124
H 1.350 2.398 0.234 -0.5192 -2.4800 -0.6619 0.112
H 0.853 1.171 -1.168 0.0292 -0.0755 2.2580 0.097
C -0.251 -1.443 -5.818 0.4228 0.0634 -0.3146 -0.026
C -0.180 -0.129 -5.087 0.9335 1.1117 -0.2463 -0.482
O 0.686 0.703 -5.353 -0.9438 -0.9998 0.2886 0.038
C -1.208 0.127 -4.018 0.2590 0.3650 -0.0039 -0.034
H 0.553 -1.490 -6.560 -0.1717 0.0309 0.1687 0.083
H -0.123 -2.268 -5.112 -0.2274 0.0087 -0.0586 0.087
H -1.210 -1.529 -6.334 -0.0080 -0.1428 0.1841 0.085
H -1.123 -0.628 -3.232 -0.2060 0.0323 -0.1390 0.067
H -2.210 0.111 -4.455 0.0058 -0.1964 0.1003 0.090
H -1.034 1.114 -3.576 -0.0276 -0.2479 -0.0759 0.079
C 5.221 3.192 -5.823 0.2829 0.3628 0.2217 -0.030
C 5.050 2.229 -4.679 0.6642 0.1376 1.4873 -0.493
O 5.572 2.438 -3.585 -0.6403 -0.2132 -1.3703 0.043
C 4.215 1.001 -4.924 0.0320 -0.0931 0.4260 -0.026
H 5.847 4.031 -5.501 -0.1353 -0.2029 -0.0438 0.083
H 5.713 2.690 -6.661 -0.2233 0.0275 -0.0619 0.084
H 4.247 3.580 -6.131 0.0659 -0.1578 -0.1635 0.086
H 4.661 0.401 -5.722 -0.1833 0.0899 -0.1006 0.086
H 3.196 1.292 -5.192 0.0602 -0.1289 -0.1955 0.067
H 4.179 0.398 -4.011 0.0319 0.1560 -0.1899 0.084
C -4.887 -2.599 3.553 0.3088 -0.4083 -0.1050 -0.019
C -3.978 -1.573 2.931 1.2434 -0.3201 -0.6178 -0.470
O -2.909 -1.896 2.416 -1.4377 0.4533 0.5789 0.019
C -4.428 -0.137 2.964 0.4483 0.1571 -0.2343 -0.013
H -4.435 -3.592 3.455 -0.0905 0.2187 0.0134 0.081
H -5.024 -2.380 4.615 -0.1988 0.0565 -0.1087 0.088
H -5.851 -2.603 3.038 -0.0286 0.0960 0.2074 0.089
H -4.544 0.192 4.000 -0.2234 -0.0288 -0.0736 0.091
H -5.371 -0.031 2.423 -0.0522 0.0198 0.2196 0.093
H -3.673 0.491 2.480 -0.2010 -0.1446 0.1160 0.054
C -1.028 -6.218 3.743 0.2583 -0.4429 -0.0863 -0.031
C -0.119 -5.191 3.121 1.5345 -0.1915 -0.6779 -0.491
O 0.950 -5.514 2.606 -1.3620 0.3067 0.6451 0.046
C -0.569 -3.755 3.154 0.3856 -0.0635 -0.2877 -0.031
H -0.576 -7.210 3.645 -0.0833 0.2316 0.0115 0.083
H -1.165 -5.998 4.804 -0.1956 0.0539 -0.0997 0.083
H -1.992 -6.221 3.227 -0.0391 0.0979 0.1989 0.082
H -0.685 -3.426 4.190 -0.2388 -0.0043 -0.0694 0.089
H -1.512 -3.649 2.613 0.0389 0.0727 0.2943 0.060
H 0.186 -3.127 2.669 -0.1519 -0.1561 0.1023 0.086
C 2.059 4.638 4.183 0.2624 0.3531 -0.2798 -0.028
C 1.199 4.104 3.070 0.1073 0.5544 -1.4909 -0.487
O 1.299 4.534 1.922 -0.1064 -0.5885 1.4190 0.047
C 0.211 3.022 3.415 -0.1908 -0.0508 -0.4757 -0.023
H 2.724 5.413 3.787 -0.1632 -0.1835 0.0659 0.085
H 1.430 5.081 4.959 0.0811 -0.1988 0.0866 0.085
H 2.670 3.834 4.600 -0.1636 0.0456 0.1539 0.087
H -0.501 3.392 4.157 0.1346 -0.1300 0.1193 0.089
H 0.739 2.145 3.798 -0.1036 0.0780 0.1666 0.092
H -0.341 2.733 2.514 0.1303 0.0930 0.2136 0.057

***

5.
78
Properties=species:S:1:pos:R:3:forces:R:3:lowdin_charge:R:1 method="wB97M-V/def2-TZVPD" fmax_ev_per_a=0.49 lumo_ev=-1.80 e_homo_ev=-10.0 spin_multiplicity=1 charge=+1 e_tot_ha=-5799.4243 e_above_lowest_kj_mol=40.8
Sc -0.240 0.203 0.848 0.2059 -0.4309 -0.1232 0.254
Cl -1.225 -0.209 3.657 -0.0891 0.0322 0.0826 0.570
C -1.949 -1.758 3.190 0.0015 0.0154 -0.0101 -0.910
Cl -2.336 -1.745 1.451 -0.0621 -0.0619 -0.0082 0.619
H -2.871 -1.897 3.740 0.0037 -0.0095 0.0050 0.047
H -1.217 -2.539 3.358 -0.0027 -0.0043 -0.0021 0.003
C -2.968 0.768 -0.834 -0.0117 -0.0173 0.0119 -0.185
N -4.045 1.602 -1.332 -0.0020 -0.0086 -0.0027 -0.078
C -4.911 1.973 -0.210 0.0072 -0.0019 0.0010 -0.155
N -4.175 2.703 0.827 -0.0034 0.0002 -0.0026 -0.080
C -3.098 1.860 1.311 -0.0077 0.0120 -0.0336 -0.190
N -2.164 1.454 0.221 -0.0621 0.0594 0.1535 -0.162
C -1.642 2.716 -0.396 0.0425 0.0027 -0.0416 -0.196
N -2.704 3.569 -0.895 -0.0126 -0.0010 0.0166 -0.075
C -3.470 2.824 -1.897 0.0100 0.0062 -0.0011 -0.152
C -3.595 3.904 0.219 -0.0005 -0.0055 -0.0088 -0.155
H -2.286 0.499 -1.642 -0.0090 0.0040 0.0001 0.112
H -3.397 -0.141 -0.410 -0.0027 0.0144 -0.0075 0.088
H -5.340 1.068 0.226 -0.0005 -0.0015 0.0003 0.131
H -5.722 2.601 -0.578 0.0009 -0.0008 -0.0014 0.131
H -3.522 0.958 1.757 -0.0016 -0.0055 0.0018 0.105
H -2.523 2.396 2.069 -0.0018 -0.0029 -0.0015 0.116
H -0.977 2.424 -1.209 -0.0552 0.0283 0.0732 0.087
H -1.075 3.252 0.366 0.0072 -0.0010 0.0073 0.094
H -2.813 2.560 -2.727 -0.0018 0.0024 0.0022 0.127
H -4.276 3.456 -2.273 0.0001 -0.0001 -0.0010 0.131
H -4.401 4.541 -0.147 -0.0019 0.0005 0.0012 0.131
H -3.031 4.451 0.977 0.0005 -0.0007 -0.0007 0.132
C 2.511 0.160 -2.127 -0.0235 -0.0159 0.0012 -0.041
C 0.978 0.088 -2.154 -0.1670 -0.1753 -0.0819 -0.720
C 0.423 1.229 -3.020 0.0594 -0.0020 -0.0445 -0.051
C 0.576 -1.229 -2.833 0.0440 -0.0004 -0.0042 -0.055
N 0.437 0.138 -0.816 0.2384 0.3591 -0.0285 -0.148
H 2.935 0.118 -3.134 0.0010 0.0044 0.0069 0.091
H 2.900 -0.681 -1.551 0.0421 -0.0566 0.0456 0.066
H 2.860 1.078 -1.648 0.0229 -0.1925 -0.0597 0.045
H 0.862 1.219 -4.021 -0.0034 -0.0025 -0.0053 0.091
H 0.623 2.207 -2.578 0.0669 -0.0088 0.0131 0.046
H -0.659 1.129 -3.129 0.0156 -0.0044 -0.0114 0.067
H 0.933 -1.276 -3.865 -0.0032 0.0032 -0.0010 0.088
H -0.511 -1.331 -2.838 -0.0098 -0.0004 -0.0028 0.081
H 1.001 -2.072 -2.287 0.0195 0.0420 -0.0592 0.046
C 4.639 4.420 1.640 0.0015 -0.0052 -0.0048 -0.071
C 3.319 5.163 1.498 0.0149 -0.0248 0.0008 -0.222
N 2.161 4.325 1.820 -0.0184 0.0058 -0.0167 0.014
C 1.733 3.193 1.244 -0.0171 -0.0188 0.0141 -0.756
S 0.730 2.195 2.237 0.0417 0.0005 0.0585 0.640
N 2.025 2.829 0.005 0.0440 -0.0045 0.0258 0.040
C 2.558 3.662 -1.075 -0.0632 0.0364 0.0013 -0.220
C 1.571 4.729 -1.525 -0.0059 0.0296 0.0208 -0.059
H 5.468 5.075 1.375 -0.0010 0.0009 0.0016 0.084
H 4.674 3.544 0.990 0.0034 0.0052 0.0007 0.068
H 4.783 4.082 2.666 -0.0019 -0.0009 -0.0003 0.083
H 3.207 5.601 0.509 -0.0082 0.0016 -0.0228 0.094
H 3.279 5.994 2.200 0.0036 -0.0019 0.0007 0.125
H 1.818 4.416 2.764 -0.0112 0.0100 -0.0066 0.111
H 1.618 1.921 -0.264 -0.0717 0.0777 -0.0102 0.066
H 2.780 2.982 -1.894 -0.0492 0.0642 -0.0213 0.101
H 3.512 4.097 -0.784 0.0135 0.0087 -0.0002 0.095
H 0.649 4.276 -1.894 0.0188 0.0260 0.0141 0.062
H 2.003 5.326 -2.328 -0.0001 0.0006 -0.0007 0.088
H 1.306 5.399 -0.706 0.0028 0.0057 0.0012 0.074
C 0.208 -3.748 -0.386 -0.0200 -0.0264 0.0498 -0.036
N 1.636 -3.509 -0.254 -0.0364 0.0263 -0.0293 -0.116
C 2.615 -3.991 -1.098 0.0118 -0.0025 0.0033 -0.035
C 3.792 -3.510 -0.651 -0.0058 -0.0025 -0.0153 -0.030
N 3.517 -2.738 0.460 -0.0114 0.0191 -0.0119 -0.118
C 4.505 -1.996 1.228 -0.0146 0.0255 -0.0088 -0.016
C 2.192 -2.732 0.690 -0.0380 0.0140 -0.0401 -0.668
Se 1.324 -1.886 2.101 -0.0775 0.1865 0.0857 0.693
H 0.056 -4.499 -1.156 0.0024 0.0002 -0.0097 0.104
H -0.291 -2.822 -0.669 0.0101 -0.0044 0.0139 0.055
H -0.191 -4.102 0.562 0.0134 -0.0182 0.0088 0.082
H 2.386 -4.628 -1.933 0.0003 -0.0041 0.0027 0.132
H 4.793 -3.646 -1.017 0.0018 -0.0074 0.0051 0.131
H 5.460 -2.509 1.155 -0.0013 0.0058 -0.0054 0.099
H 4.186 -1.951 2.265 0.0118 -0.0028 0.0004 0.064
H 4.595 -0.983 0.837 0.0032 -0.0004 0.0159 0.099